(1)
{"formula": "C22H20N", "method": "ωB97M-V/def2-TZVPD", "charge": 1, "homo_lumo_gap_ha": 0.2720, "fmax_ha_per_bohr": 0.099, "homo_ev": -12.0, "energy_ha": -904.76074, "elements": ["N", "C", "C", "C", "C", "C", "C", "C", "C", "C", "C", "C", "C", "C", "C", "C", "C", "C", "C", "C", "C", "C", "C", "H", "H", "H", "H", "H", "H", "H", "H", "H", "H", "H", "H", "H", "H", "H", "H", "H", "H", "H", "H"], "xyz": [[-1.069999, 0.080597, 0.484094], [2.219678, -4.005483, -1.262244], [2.997179, 2.157450, 0.630508], [-2.507513, 0.068558, 0.684235], [2.644794, -3.707498, 0.041484], [0.062046, 0.108597, 0.063423], [-3.213816, 1.309629, 0.782210], [-2.381638, -2.468756, 0.901573], [-5.288816, 0.041729, 0.842710], [2.637488, -2.385262, 0.482626], [2.390997, 1.219614, -0.192246], [-2.437318, 2.615306, 0.898615], [2.919955, 3.912323, -1.030120], [-3.182802, -1.183440, 0.780957], [1.926145, -2.950654, -2.121165], [-4.569425, -1.163230, 0.855807], [2.282054, 1.623935, -1.562297], [1.913517, -1.616988, -1.636396], [1.603257, -0.005460, 0.395097], [3.250118, 3.477262, 0.260786], [2.484826, 2.972112, -1.957848], [2.157214, -1.313614, -0.262042], [-4.595939, 1.263801, 0.853833], [-2.620040, -3.055115, 1.795653], [-6.387388, 0.026793, 0.868635], [-1.307650, -2.361855, 0.972577], [2.301079, 3.263538, -2.998644], [-2.592187, 3.394299, 0.145974], [3.061834, 4.960785, -1.330632], [1.695461, -3.144897, -3.175618], [-2.507774, -3.248676, 0.140518], [2.026445, 0.920049, -2.344453], [3.051358, -2.204716, 1.491291], [-5.144761, -2.089647, 0.976758], [1.598646, -0.033205, 1.486605], [-1.365801, 2.517135, 0.948299], [3.330711, 1.854435, 1.636976], [3.677332, 4.196722, 0.958465], [2.944744, -4.529349, 0.686403], [-2.669304, 3.184416, 1.802169], [2.186050, -5.041326, -1.625411], [-5.194433, 2.174630, 0.969386], [1.673681, -0.834530, -2.338559]], "forces_ev_per_a": [[3.37, 0.25, -2.37], [0.32, 0.07, 0.21], [0.34, -0.02, 1.58], [-0.22, 0.11, -0.13], [-0.21, -0.01, -1.03], [-3.57, -0.50, 3.61], [1.47, 0.15, -0.01], [-0.06, -1.01, 0.19], [0.69, -0.02, 0.06], [0.37, -0.05, 1.70], [-1.11, 1.19, -1.14], [-0.20, 0.75, 0.18], [0.22, 0.04, 0.25], [1.27, -0.07, 0.01], [0.18, 0.94, 0.26], [-0.72, 0.21, 0.08], [-0.31, 0.59, 0.48], [-0.26, -0.68, 0.56], [1.26, 0.06, -2.74], [-0.06, 0.21, -0.90], [0.13, -1.10, 0.27], [-1.37, -1.09, -1.16], [-0.81, -0.33, 0.07], [-0.36, 0.52, 0.21], [0.63, 0.02, 0.06], [0.24, 0.56, -0.08], [0.14, -0.24, 0.46], [-0.40, -0.59, -0.46], [-0.11, -0.58, 0.24], [0.09, 0.18, 0.50], [-0.40, 0.65, -0.42], [-0.32, 0.20, 0.20], [-0.62, -0.03, -0.39], [0.50, 0.27, -0.19], [0.21, 0.00, -0.13], [0.39, -0.50, -0.08], [-0.58, 0.18, -0.32], [-0.05, -0.40, -0.04], [0.10, 0.36, 0.04], [-0.35, -0.48, 0.27], [-0.01, 0.53, 0.25], [0.51, -0.22, -0.18], [-0.30, -0.11, 0.03]]}



(2)
{"formula": "C14H20F3N3O2S2", "method": "ωB97M-V/def2-TZVPD", "homo_lumo_gap_ha": 0.1307, "fmax_ha_per_bohr": 0.113, "homo_ev": -6.9, "energy_ha": -1955.70971, "elements": ["S", "S", "F", "F", "F", "O", "O", "N", "N", "N", "C", "C", "C", "C", "C", "C", "C", "C", "C", "C", "C", "C", "C", "C", "H", "H", "H", "H", "H", "H", "H", "H", "H", "H", "H", "H", "H", "H", "H", "H", "H", "H", "H", "H"], "xyz": [[-0.592562, -1.339587, 4.734470], [-0.537426, -3.705075, 0.448279], [-0.238379, -4.877762, 2.777706], [1.270060, -5.480817, 1.087978], [1.679998, -3.948014, 2.643976], [-1.346134, -2.286108, 5.525772], [-0.505845, -0.014566, 5.190793], [-1.108131, -0.178381, -1.387057], [0.883560, -1.957365, 4.508131], [0.996702, 0.208043, -0.943868], [-0.130925, -1.391669, 0.529611], [-0.079484, -0.574002, -0.636167], [-2.049628, 0.190951, 2.878037], [-2.462598, -0.822700, -1.451379], [0.680880, 1.145862, -1.977653], [0.741675, -4.484343, 1.883273], [-3.571328, -0.646979, 1.289781], [-0.778454, 0.904416, -2.263404], [-2.768440, -2.130504, 2.925328], [2.381702, 0.093797, -0.486696], [-2.940701, 0.442981, 1.783665], [-1.924764, -1.100122, 3.390891], [-3.628497, -1.907316, 1.816690], [1.749838, -1.114998, 3.722576], [1.313887, 0.961719, -2.846427], [2.518783, 0.600591, 0.474120], [2.740083, -0.936027, -0.455287], [-2.660605, -3.122066, 3.391837], [-1.358561, 1.802324, -2.046199], [-0.911167, -0.900891, 1.117302], [-1.465075, 0.975993, 3.348020], [-2.840352, -0.501921, -2.418129], [-2.361751, -1.910564, -1.374061], [-3.079059, -0.420510, -0.618957], [2.950933, 0.641342, -1.241141], [0.882777, -1.419091, 0.896571], [-4.237762, -2.700940, 1.388954], [-3.071874, 1.452873, 1.381954], [-0.361217, -2.487980, -0.138912], [0.845838, 2.166655, -1.628888], [1.388942, -0.372828, 2.975083], [-0.936298, 0.635175, -3.308530], [2.512222, -0.750637, 4.365727], [2.157775, -1.886379, 3.073147]], "forces_ev_per_a": [[0.79, -4.02, 0.40], [-0.26, -5.38, 2.24], [1.71, -0.27, -1.77], [-0.52, 0.92, 2.04], [-0.61, -0.18, -1.88], [-0.08, -0.31, 0.23], [0.06, 3.68, 0.78], [-2.14, -1.85, 0.21], [-4.01, 0.93, -0.77], [0.41, -1.20, 0.14], [0.28, 4.38, -1.37], [0.87, 2.25, 0.63], [-0.47, -0.47, -0.30], [2.06, 0.99, 0.02], [0.70, 0.51, -0.44], [-1.94, -0.39, -0.25], [0.20, -0.34, 0.75], [-0.17, 0.57, -0.67], [0.87, 0.18, 0.04], [-0.53, 0.45, -0.14], [0.46, 0.52, 0.34], [0.49, -0.03, -0.71], [0.31, -0.01, 0.08], [0.05, -1.39, -1.28], [0.04, 0.16, -0.17], [0.06, -0.24, -0.01], [-0.12, 0.07, 0.08], [-0.27, 0.44, -0.32], [-0.24, -0.13, 0.04], [-0.02, -1.26, 0.48], [-0.09, 0.10, -0.21], [-0.38, -0.31, 0.04], [-0.19, 0.29, -0.01], [-0.28, -0.31, -0.13], [0.23, -0.19, 0.21], [-0.11, -0.53, 0.81], [0.15, 0.02, 0.20], [0.15, -0.31, 0.16], [0.96, 1.22, -0.26], [0.15, 0.03, -0.05], [-0.38, 0.18, 0.95], [-0.18, -0.05, 0.00], [0.87, 0.91, 0.24], [1.12, 0.37, -0.39]]}



(3)
{"formula": "C25H26F2N4O3RuS3", "method": "ωB97M-V/def2-TZVPD", "charge": -1, "homo_lumo_gap_ha": [0.2549, 0.2550], "fmax_ha_per_bohr": 0.012, "spin_multiplicity": 2, "homo_ev": [-4.4, -4.5], "energy_ha": -2902.29043, "elements": ["Ru", "S", "S", "S", "F", "F", "O", "O", "O", "N", "N", "N", "N", "C", "C", "C", "C", "C", "C", "C", "C", "C", "C", "C", "C", "C", "C", "C", "C", "C", "C", "C", "C", "C", "C", "C", "C", "C", "H", "H", "H", "H", "H", "H", "H", "H", "H", "H", "H", "H", "H", "H", "H", "H", "H", "H", "H", "H", "H", "H", "H", "H", "H", "H"], "xyz": [[0.587309, 1.357595, -0.918672], [-0.291795, 3.093555, -2.186103], [1.662178, 3.786292, -1.981390], [1.888844, 1.050035, 1.065689], [-3.718787, -0.363944, -3.871963], [-0.058368, -3.230684, -3.518791], [2.299268, 2.429024, -2.057267], [1.817352, 4.394423, -0.677764], [2.005606, 4.629058, -3.101915], [-0.834695, 2.235052, 0.872003], [1.973340, -0.131854, -1.545220], [-0.391083, -1.783531, 1.474701], [-1.266800, -1.088588, 0.614603], [-1.792476, 0.385637, -2.751289], [-0.689153, 3.537366, 2.937831], [-2.021125, 3.954678, 2.750224], [1.325524, 3.458212, 4.239283], [-0.323566, -3.237982, 1.333687], [-1.923001, -1.853768, -3.669059], [-1.659579, -3.838457, 1.768779], [3.747384, -2.037539, -2.433807], [-2.723286, 3.456056, 1.705262], [-0.505913, 0.183560, -2.243622], [1.173752, 2.157510, 2.194372], [-2.103372, 2.582876, 0.781838], [0.106877, -1.049672, -2.586510], [1.872365, 2.555881, 3.311196], [0.064568, 3.945074, 4.058959], [-0.622537, -2.022868, -3.254377], [2.401676, -2.147635, -2.720642], [0.006809, -3.694549, -0.090966], [-2.464675, -0.607099, -3.424896], [0.782267, -3.691448, 2.281492], [-2.935633, 2.025384, -0.321292], [4.206491, -0.941554, -1.722270], [3.283611, -0.002670, -1.305050], [-0.133898, 2.657281, 1.975523], [1.520110, -1.166399, -2.270209], [5.254483, -0.800415, -1.500896], [-2.462621, -3.511969, 1.104813], [0.100515, -4.782724, -0.125144], [-3.988642, 2.002515, -0.034820], [-1.899252, -3.518049, 2.784625], [1.740643, -3.258527, 1.981113], [0.950652, -3.255422, -0.429549], [2.871555, 2.164185, 3.455833], [0.521426, -1.349681, 1.368255], [-2.289595, 1.336847, -2.666615], [-1.618023, -4.929673, 1.740364], [-0.380992, 4.636826, 4.764295], [2.038237, -2.973584, -3.309982], [4.437190, -2.795268, -2.784586], [3.576382, 0.892374, -0.783917], [-2.832515, 2.657015, -1.204184], [-2.469553, 4.640545, 3.460292], [1.910407, 3.763660, 5.098480], [-0.774104, -3.411807, -0.798964], [-2.597881, 1.027698, -0.572606], [-2.141619, -0.907998, 1.086912], [0.561850, -3.365173, 3.299170], [-1.429809, -1.545631, -0.276694], [-3.762973, 3.714524, 1.548693], [0.879140, -4.779132, 2.267842], [-2.460486, -2.635439, -4.185099]], "forces_ev_per_a": [[-0.16, -0.58, -0.03], [0.03, 0.03, -0.06], [0.21, 0.12, -0.43], [-0.01, -0.16, -0.11], [-0.04, 0.01, -0.02], [-0.06, -0.03, -0.03], [0.06, 0.44, 0.37], [-0.09, -0.02, 0.10], [-0.05, -0.04, 0.01], [-0.01, 0.07, -0.11], [0.00, 0.26, -0.08], [-0.01, 0.23, 0.02], [-0.19, 0.10, 0.09], [-0.16, 0.07, -0.19], [0.03, -0.12, -0.16], [0.05, 0.04, 0.07], [0.07, -0.03, -0.01], [-0.01, -0.06, 0.05], [0.02, -0.12, -0.05], [0.03, 0.04, 0.00], [0.00, -0.05, -0.02], [-0.16, 0.01, -0.06], [0.07, 0.12, 0.50], [0.01, -0.05, -0.06], [0.12, -0.14, -0.03], [0.02, 0.02, 0.06], [-0.01, 0.03, 0.03], [-0.02, 0.05, 0.06], [-0.10, -0.09, -0.10], [0.10, -0.21, -0.08], [0.10, 0.00, 0.02], [0.13, 0.07, 0.06], [0.02, 0.00, -0.02], [-0.04, 0.13, 0.05], [-0.11, 0.07, 0.05], [0.13, -0.15, -0.14], [-0.10, 0.20, 0.23], [0.08, -0.05, 0.04], [0.00, 0.02, 0.00], [-0.01, -0.02, 0.02], [0.00, 0.01, -0.04], [0.03, 0.00, 0.00], [0.00, -0.01, -0.02], [-0.02, -0.01, 0.03], [-0.07, -0.04, 0.03], [-0.01, 0.02, 0.02], [0.08, -0.06, -0.02], [-0.01, 0.03, 0.02], [-0.01, 0.02, -0.01], [0.01, -0.01, -0.01], [0.01, 0.04, 0.05], [-0.01, 0.00, -0.01], [0.03, 0.04, 0.01], [-0.03, 0.02, -0.03], [-0.01, -0.01, -0.01], [0.01, -0.02, -0.01], [0.00, -0.02, -0.02], [0.02, -0.07, 0.03], [-0.06, -0.15, -0.05], [0.01, -0.01, -0.01], [0.04, 0.01, 0.00], [0.02, 0.00, 0.00], [0.01, 0.02, 0.00], [0.00, 0.01, 0.00]]}



(4)
{"formula": "C5H11N", "method": "ωB97M-V/def2-TZVPD", "charge": 1, "homo_lumo_gap_ha": [0.3593, 0.2250], "fmax_ha_per_bohr": 0.089, "spin_multiplicity": 2, "homo_ev": [-14.9, -14.8], "energy_ha": -251.44833, "elements": ["N", "C", "C", "C", "C", "C", "H", "H", "H", "H", "H", "H", "H", "H", "H", "H", "H"], "xyz": [[-0.673917, 1.406636, -0.597001], [1.804695, -0.589558, -1.271691], [0.912369, -1.184008, -0.320383], [-0.861353, 0.447152, 0.432299], [-2.044288, 0.415280, 1.152397], [0.370816, -0.375063, 0.901684], [-0.351713, 0.930629, -1.496230], [1.171328, 0.171660, 1.266496], [0.016914, 2.196311, -0.349027], [-3.020266, 1.161873, 1.232024], [0.174897, -1.030554, 1.727728], [2.918002, -0.725794, -1.001750], [1.914976, -1.062932, -2.235122], [1.452013, -2.115222, 0.087298], [-2.208337, -0.569698, 1.681342], [-0.026623, -1.578254, -0.729570], [1.582782, 0.492705, -1.370014]], "forces_ev_per_a": [[0.50, -0.13, -0.71], [3.60, 2.11, -1.02], [-1.52, -3.79, 2.11], [3.49, 1.68, 0.31], [-3.64, -0.58, 1.22], [-1.95, -0.75, -1.50], [-0.25, 0.92, 1.60], [1.34, 2.15, 0.49], [-1.32, -1.68, -0.38], [3.13, -1.62, -0.60], [-0.72, -0.55, 0.20], [-1.61, 0.76, 0.38], [-1.04, -0.15, -0.51], [-1.11, 1.24, -0.17], [0.07, 1.23, -0.36], [0.39, -0.26, -0.61], [0.65, -0.58, -0.45]]}



(5)
{"formula": "C5H6BrFO", "method": "ωB97M-V/def2-TZVPD", "homo_lumo_gap_ha": 0.3852, "fmax_ha_per_bohr": 0.064, "homo_ev": -9.8, "energy_ha": -2943.09375, "elements": ["Br", "F", "O", "C", "C", "C", "C", "C", "H", "H", "H", "H", "H", "H"], "xyz": [[-0.173936, 0.720054, -2.643563], [-1.293432, -0.418415, -0.574896], [0.207879, 1.183602, 0.074812], [-0.080617, 0.149830, -0.740121], [-0.578127, 3.262285, 0.980893], [2.585340, -2.903573, -1.781919], [2.512229, -3.176665, -0.611791], [-0.579927, 2.328084, -0.008943], [0.590865, -0.660449, -0.549668], [2.709329, -3.034947, 0.466525], [-1.009338, 4.201769, 0.936068], [2.325063, -2.898626, -2.771263], [-1.059167, 2.594193, -0.966912], [0.013527, 3.268779, 1.842318]], "forces_ev_per_a": [[0.59, -0.29, -0.01], [-0.94, 0.24, 0.78], [-0.68, 0.49, 0.25], [-0.43, 0.01, -0.88], [0.75, -2.54, -1.91], [-0.58, -0.80, 1.73], [1.05, 1.24, 1.50], [0.00, 2.53, 1.28], [1.05, -0.03, -0.40], [-0.46, -0.65, -1.22], [-1.42, 1.43, -1.01], [-0.05, 0.26, -1.99], [0.18, -0.84, 0.59], [0.94, -1.05, 1.28]]}



(6)
{"formula": "C3H3ClS2", "method": "ωB97M-V/def2-TZVPD", "homo_lumo_gap_ha": 0.2905, "fmax_ha_per_bohr": 0.042, "homo_ev": -8.9, "energy_ha": -1372.60877, "elements": ["Cl", "S", "S", "C", "C", "C", "H", "H", "H"], "xyz": [[0.395672, 2.067039, -0.416639], [-2.064503, -0.969648, -0.415127], [2.320133, -1.124433, -0.128558], [-1.179469, 0.081872, 0.432265], [0.282427, 0.420075, 0.280901], [0.966578, -0.515925, -0.685074], [-1.846293, 0.573614, 1.201122], [0.352621, -0.898160, -1.520717], [0.772833, 0.365566, 1.251826]], "forces_ev_per_a": [[-0.04, 0.23, 0.22], [0.54, -0.07, -0.18], [1.18, -0.73, -0.55], [-2.02, 0.19, 0.69], [-1.05, -0.27, -0.75], [-0.95, -0.34, 1.08], [1.60, 0.06, -0.50], [0.69, 0.54, 0.13], [0.06, 0.38, -0.13]]}



Respective energy relative to the best compared isomer or geometry (same formula, charge and spin) values: 22.85, 257.87, 38.53, 87.06, 74.87, 26.28 kcal/mol.